[1]
# C4H7O3

A structure of composition C4H7O3 in a non-equilibrium geometry (the ωB97M-V functional and the def2-TZVPD basis, the OMol25 dataset).

```
! wB97M-V def2-TZVPD RIJCOSX def2/J DEFGRID3
* xyz -1 1
C -2.605 -0.320 0.081
O -3.099 -0.648 -1.068
C -2.683 0.820 0.942
C -1.050 0.284 0.020
C 3.196 -0.386 -0.097
O 4.239 0.274 -0.008
O 1.999 0.000 0.067
H -2.612 -1.282 0.671
H -0.425 -0.146 0.820
H -2.573 1.862 0.660
H -2.811 0.601 2.000
H -0.971 1.339 -0.326
H -0.698 -0.150 -0.912
H 3.218 -1.461 -0.303
*
```

Computed properties:
**LUMO**: 0.0855 Ha
**ΔE to the lowest compared entry with this formula, charge and spin**: 5.117 eV
**Energy**: -10400.7541 eV


[2]
# C20H20ClN3O12Ru

A structure of composition C20H20ClN3O12Ru (the ωB97M-V functional and the def2-TZVPD basis, the OMol25 dataset).

```
! wB97M-V def2-TZVPD RIJCOSX def2/J DEFGRID3
* xyz -1 6
Ru 0.185 0.319 0.564
O 0.010 -2.219 0.287
C -1.336 -2.571 0.594
C -2.310 -1.723 -0.204
N -2.113 -0.275 -0.044
C -2.242 0.419 -1.324
C -1.095 -0.047 -2.235
O -1.281 -0.237 -3.420
O 0.032 -0.240 -1.615
C -2.888 0.258 1.072
C -2.166 0.005 2.405
O -2.805 0.011 3.436
O -0.893 -0.209 2.315
H 0.044 -1.991 -0.656
H -1.451 -2.426 1.667
H -1.511 -3.627 0.357
H -3.335 -1.997 0.081
H -2.202 -1.970 -1.265
H -2.131 1.490 -1.133
H -3.204 0.239 -1.817
H -3.889 -0.185 1.124
H -2.987 1.338 0.959
O 6.030 1.194 1.537
C 5.897 0.472 0.440
O 6.838 0.137 -0.243
C 4.515 0.062 0.072
C 4.203 -0.649 -1.071
N 2.872 -0.821 -1.083
N 2.304 -0.264 -0.013
C 3.272 0.294 0.689
C 2.856 1.085 1.900
O 3.742 1.691 2.521
O 1.621 1.074 2.150
H 5.140 1.354 1.995
H 4.846 -1.012 -1.852
H 2.275 -1.177 -1.816
C -3.656 5.819 -0.240
C -3.434 5.170 1.094
C -4.483 4.937 1.970
C -4.259 4.314 3.186
Cl -5.606 4.022 4.256
C -2.989 3.913 3.554
C -1.927 4.152 2.694
C -2.149 4.770 1.471
O -1.169 5.063 0.558
C 0.106 4.464 0.678
C 0.100 2.988 0.352
O -0.888 2.293 0.746
O 1.066 2.474 -0.231
H -4.709 6.064 -0.376
H -3.343 5.159 -1.049
H -3.069 6.732 -0.337
H -5.487 5.235 1.698
H -2.829 3.391 4.485
H -0.948 3.791 2.966
H 0.518 4.584 1.685
H 0.757 4.985 -0.021
*
```

Computed properties:
**LUMO (alpha / beta)**: 0.0932 / 0.0465 Ha
**<S²>**: 8.756
**ΔE to the lowest compared entry with this formula, charge and spin**: 0.000 eV
**Energy**: -65213.4171 eV


[3]
# C4H33N3O11

A cluster of 11 separate species, C4H33N3O11 in total in a non-equilibrium geometry (the ωB97M-V functional and the def2-TZVPD basis, the OMol25 dataset).

```
! wB97M-V def2-TZVPD RIJCOSX def2/J DEFGRID3
* xyz 0 1
C 0.054 -0.009 -2.221
N -0.296 0.826 -3.395
C -0.056 0.866 -0.964
C -1.104 0.266 0.013
O -2.350 0.015 -0.660
N 1.287 0.945 -0.369
C 1.349 1.686 0.927
N 1.852 0.787 1.958
H -0.726 -0.793 -2.245
H 1.034 -0.537 -2.336
H 0.488 1.422 -3.664
H -0.467 0.236 -4.207
H -0.416 1.844 -1.257
H -0.806 -0.677 0.512
H -1.493 1.070 0.674
H -2.354 0.289 -1.583
H 1.649 0.013 -0.238
H 2.150 2.442 0.796
H 0.452 2.240 1.263
H 1.320 -0.068 2.078
H 2.840 0.603 1.991
H 1.806 3.006 -2.119
H 2.523 1.803 -2.450
O 2.302 2.647 -2.876
H -2.302 -2.161 3.468
H -0.991 -1.910 2.779
O -1.938 -1.986 2.587
H -1.624 -3.099 1.355
H -2.282 -3.448 0.001
O -1.455 -3.534 0.489
H -3.144 -1.763 -0.855
H -4.042 -1.413 -2.091
O -3.732 -2.119 -1.531
H 0.139 3.735 -0.233
H -0.164 3.883 -1.644
O 0.460 4.253 -1.003
H 3.920 -2.512 0.040
H 2.624 -2.673 -0.673
O 2.983 -2.283 0.141
H -1.665 4.121 1.291
H -0.991 2.910 1.970
O -0.985 3.446 1.150
H 0.247 1.461 3.343
H -1.078 0.783 3.339
O -0.706 1.676 3.297
H 1.979 -2.432 2.648
H 1.360 -2.453 1.285
O 1.142 -2.236 2.211
H -0.128 -3.227 -0.637
H 0.600 -4.410 -1.356
O 0.736 -3.530 -0.998
*
```

Computed properties:
**LUMO**: 0.0004 Ha
**SMILES**: NCN[C@@H](CN)CO.O.O.O.O.O.O.O.O.O.O
**ΔE to the lowest compared entry with this formula, charge and spin**: 0.045 eV
**Energy**: -31676.3201 eV


[4]
# C42H94O24S5

A cluster of 12 separate species, C42H94O24S5 in total in a non-equilibrium geometry (the ωB97M-V functional and the def2-TZVPD basis, the OMol25 dataset).

```
! wB97M-V def2-TZVPD RIJCOSX def2/J DEFGRID3
* xyz 0 1
C -1.014 -1.282 6.528
C -2.380 -0.704 6.709
C -2.588 0.147 5.418
O -1.240 0.602 5.159
C -0.247 -0.123 5.896
H -1.045 -2.173 5.901
H -0.673 -1.767 7.443
H -2.440 0.069 7.474
H -3.136 -1.465 6.903
H -3.266 0.999 5.481
H -2.950 -0.371 4.530
H 0.287 0.464 6.644
H 0.436 -0.417 5.099
C 3.953 1.533 -0.852
C 5.413 1.196 -0.837
C 5.573 0.010 -1.825
O 4.728 0.516 -2.863
C 3.633 1.253 -2.319
H 3.763 2.554 -0.522
H 3.363 0.883 -0.206
H 5.754 1.050 0.188
H 5.992 2.054 -1.178
H 5.243 -0.949 -1.424
H 6.605 -0.122 -2.148
H 2.707 0.682 -2.389
H 3.486 2.138 -2.939
C 3.529 -1.874 1.368
C 2.605 -2.562 0.379
C 1.667 -3.414 1.264
O 1.926 -3.050 2.618
C 2.704 -1.883 2.668
H 3.808 -0.873 1.039
H 4.426 -2.481 1.491
H 3.132 -3.169 -0.358
H 2.085 -1.822 -0.228
H 1.817 -4.482 1.106
H 0.620 -3.151 1.110
H 3.347 -1.739 3.536
H 1.972 -1.082 2.568
C -2.904 -4.341 5.643
C -3.512 -5.716 5.794
C -3.940 -6.064 4.347
O -3.633 -4.922 3.569
C -2.579 -4.176 4.181
H -2.073 -4.177 6.329
H -3.626 -3.569 5.911
H -4.324 -5.707 6.521
H -2.756 -6.481 5.971
H -5.005 -6.229 4.182
H -3.315 -6.871 3.965
H -2.542 -3.134 3.865
H -1.654 -4.627 3.821
C 2.177 6.541 0.549
C 1.816 5.045 0.511
C 0.264 4.984 0.559
O -0.153 6.361 0.228
C 0.994 7.088 -0.228
H 3.103 6.919 0.116
H 2.114 6.860 1.589
H 2.200 4.502 1.374
H 2.202 4.530 -0.369
H 0.008 4.730 1.588
H -0.172 4.223 -0.087
H 0.854 8.138 0.030
H 1.193 7.059 -1.299
C 0.694 5.592 -5.215
C 0.347 4.400 -4.355
C 1.368 4.493 -3.221
O 2.352 5.432 -3.644
C 2.178 5.706 -5.032
H 0.227 6.566 -5.068
H 0.527 5.350 -6.264
H 0.592 3.495 -4.911
H -0.706 4.372 -4.073
H 1.860 3.541 -3.023
H 0.874 4.830 -2.310
H 2.707 4.912 -5.560
H 2.639 6.629 -5.384
O -1.475 0.097 -5.369
S -2.680 0.821 -5.773
O -3.004 0.976 -7.195
O -4.040 0.129 -5.029
C -4.045 -0.371 -3.660
C -3.655 -1.830 -3.865
C -2.743 2.518 -4.995
H -5.061 -0.338 -3.267
H -3.361 0.196 -3.029
H -4.248 -2.297 -4.652
H -3.775 -2.310 -2.894
H -2.634 -1.921 -4.233
H -2.051 3.187 -5.506
H -2.516 2.292 -3.953
H -3.785 2.837 -5.014
O -1.349 -4.644 0.007
S -2.753 -4.382 -0.309
O -3.456 -3.121 0.051
O -2.913 -4.624 -1.927
C -2.331 -5.754 -2.545
C -2.027 -5.341 -4.023
C -3.804 -5.820 0.151
H -3.128 -6.497 -2.570
H -1.444 -6.204 -2.099
H -1.446 -4.423 -3.931
H -2.896 -5.272 -4.677
H -1.335 -6.044 -4.487
H -4.088 -5.710 1.197
H -3.122 -6.670 0.119
H -4.701 -5.841 -0.467
O -1.728 1.531 -1.472
S -0.363 1.052 -1.363
O 0.783 1.931 -1.458
O -0.317 0.224 0.057
C -1.329 -0.746 0.375
C -1.216 -0.904 1.875
C 0.024 -0.378 -2.524
H -0.955 -1.598 -0.193
H -2.344 -0.448 0.111
H -1.915 -1.654 2.246
H -1.560 0.028 2.323
H -0.195 -1.060 2.227
H -0.881 -0.985 -2.517
H 0.771 -1.079 -2.153
H 0.211 0.084 -3.493
O 0.544 -4.395 -6.328
S 1.043 -3.278 -5.521
O 0.544 -2.997 -4.194
O 2.711 -3.346 -5.421
C 3.454 -2.228 -4.962
C 4.640 -2.850 -4.224
C 0.887 -1.669 -6.514
H 2.845 -1.645 -4.272
H 3.741 -1.601 -5.806
H 4.435 -3.592 -3.453
H 5.250 -2.011 -3.889
H 5.245 -3.408 -4.940
H 1.549 -1.723 -7.378
H 0.994 -0.822 -5.835
H -0.164 -1.549 -6.776
O -2.296 6.154 4.168
S -2.939 4.851 4.324
O -4.288 4.643 4.889
O -2.884 4.057 2.859
C -3.261 2.695 2.844
C -3.469 2.380 1.352
C -1.820 3.890 5.426
H -4.135 2.513 3.469
H -2.413 2.125 3.223
H -4.184 3.046 0.868
H -3.942 1.399 1.298
H -2.530 2.490 0.809
H -0.900 3.622 4.907
H -2.296 2.931 5.626
H -1.717 4.544 6.292
C 5.755 0.390 3.478
O 4.679 0.914 2.791
C 3.501 1.263 3.366
O 3.208 1.305 4.538
O 2.703 1.571 2.317
C 1.340 2.002 2.582
H 5.979 1.003 4.351
H 6.636 0.344 2.838
H 5.520 -0.619 3.819
H 0.746 1.207 3.033
H 0.881 2.398 1.676
H 1.302 2.871 3.238
*
```

Computed properties:
**LUMO**: 0.0094 Ha
**SMILES**: CCOS(C)(=O)=O.CCOS(C)(=O)=O.CCOS(C)(=O)=O.CCOS(C)(=O)=O.CCOS(C)(=O)=O.COC(=O)OC.C1CCOC1.C1CCOC1.C1CCOC1.C1CCOC1.C1CCOC1.C1CCOC1
**ΔE to the lowest compared entry with this formula, charge and spin**: 0.197 eV
**Energy**: -148386.8913 eV


[5]
# C16H14N6O2S5

The molecule C16H14N6O2S5 in a non-equilibrium geometry (the ωB97M-V functional and the def2-TZVPD basis, the OMol25 dataset).

```
! wB97M-V def2-TZVPD RIJCOSX def2/J DEFGRID3
* xyz 0 1
C 2.997 -1.069 2.311
C 1.844 -1.544 1.504
C 0.534 -1.260 1.727
S -0.475 -1.987 0.526
C 0.994 -2.638 -0.209
N 2.071 -2.326 0.412
N 0.893 -3.380 -1.351
C 1.838 -3.606 -2.333
O 1.536 -4.240 -3.311
C 3.250 -3.149 -2.072
H 3.593 -3.558 -1.120
H 3.873 -3.503 -2.893
S 3.545 -1.343 -1.915
C 1.970 -0.657 -2.197
N 1.129 -1.193 -3.041
S -0.302 -0.417 -3.071
C 0.182 0.751 -1.885
C 1.488 0.488 -1.498
C 2.190 1.165 -0.496
N 2.760 1.687 0.352
S -0.789 2.045 -1.260
C -2.457 1.494 -1.758
C -2.777 0.175 -1.104
O -2.863 -0.859 -1.725
N -2.932 0.173 0.257
C -2.800 1.202 1.151
N -2.706 2.451 0.870
C -2.556 3.221 1.984
C -2.545 2.526 3.151
S -2.719 0.832 2.869
H -2.445 2.897 4.150
C -2.416 4.693 1.831
H -3.289 5.098 1.323
H -2.309 5.169 2.801
H -1.541 4.913 1.221
H -3.079 -0.749 0.655
H -2.491 1.386 -2.843
H -3.119 2.286 -1.412
H -0.043 -3.662 -1.621
H 0.101 -0.679 2.515
H 3.438 -0.195 1.830
H 3.753 -1.848 2.364
H 2.676 -0.792 3.311
*
```

Computed properties:
**LUMO**: 0.0019 Ha
**SMILES**: Cc1csc(NC(=O)CSc2nsc(SCC(=O)Nc3nc(C)cs3)c2C#N)n1
**ΔE to the lowest compared entry with this formula, charge and spin**: 0.328 eV
**Energy**: -84031.5596 eV


[6]
# C2H5ClNS

The ion C2H5ClNS with charge +1 in a non-equilibrium geometry (the ωB97M-V functional and the def2-TZVPD basis, the OMol25 dataset).

```
! wB97M-V def2-TZVPD RIJCOSX def2/J DEFGRID3
* xyz 1 1
C -0.176 1.511 -1.342
C -0.249 0.676 -0.113
N -0.498 -0.694 -0.615
S -1.473 1.327 -2.375
Cl 1.066 2.563 -1.674
H -1.090 0.988 0.439
H 0.618 0.886 0.550
H -1.203 -1.244 -0.059
H 0.453 -1.239 -0.681
H -0.988 -0.510 -1.670
*
```

Computed properties:
**LUMO**: -0.2081 Ha
**SMILES**: [NH3+]CC(=S)Cl
**ΔE to the lowest compared entry with this formula, charge and spin**: 0.319 eV
**Energy**: -26994.4432 eV


Q: Which formula does entry 2 have?
A: C20H20ClN3O12Ru